9
Properties=species:S:1:pos:R:3:mulliken_charge:R:1 method="wB97M-V/def2-TZVPD" spin_multiplicity=1 lumo_energy_ev=0.3340 smiles=C#C[C@H](O)C#N e_above_lowest_kj_mol=333.04 energy_ev=-7729.292
O -1.0653 1.1622 -0.6761 -0.482
C -0.4417 0.0331 -0.1465 0.035
C 1.0265 0.1253 -0.1267 -0.330
C 2.2300 0.2068 -0.1913 0.256
C -1.1128 -0.8351 0.7920 -0.008
N -1.6610 -1.7355 1.2812 -0.416
H -1.3220 1.8246 -0.0161 0.339
H -0.9555 -1.0254 -0.6469 0.208
H 3.3018 0.2440 -0.2697 0.399

---

9
Properties=species:S:1:pos:R:3:mulliken_charge:R:1 method="wB97M-V/def2-TZVPD" spin_multiplicity=1 lumo_energy_ev=0.2069 smiles="N#C/C=C1/CO1" e_above_lowest_kj_mol=189.80 energy_ev=-7730.777
C -2.2199 0.3323 -0.1692 0.291
C 0.3138 -0.0584 -0.2091 0.254
C -0.8634 0.7454 -0.2675 -0.497
C 1.6951 -0.4856 0.1588 -0.032
N -3.2987 0.0766 0.1700 -0.376
O 0.6104 -1.4142 0.0121 -0.349
H -0.7902 1.8449 -0.3642 0.312
H 2.5244 -0.6704 -0.5665 0.212
H 2.0285 -0.3706 1.2354 0.185

---

9
Properties=species:S:1:pos:R:3:mulliken_charge:R:1 method="wB97M-V/def2-TZVPD" spin_multiplicity=1 lumo_energy_ev=-1.6129 e_above_lowest_kj_mol=244.41 energy_ev=-7730.211
C -0.2773 0.6690 1.6046 0.197
C -1.1335 0.5324 0.4018 -0.103
C -0.6895 0.1907 -0.9234 -0.478
C 0.3725 -0.4702 -1.3382 0.309
H -0.9710 0.8830 2.6664 0.199
H -2.2713 0.6632 0.4917 0.253
H -1.3228 0.2230 -1.6373 0.454
N 1.1609 -1.3718 -1.6183 -0.413
O 0.8508 0.2877 1.4172 -0.419

---

9
Properties=species:S:1:pos:R:3:mulliken_charge:R:1 method="wB97M-V/def2-TZVPD" spin_multiplicity=1 lumo_energy_ev=0.4486 e_above_lowest_kj_mol=563.87 energy_ev=-7726.900
C -4.1887 0.5555 -0.0075 -0.478
C -3.2818 -0.3174 -0.0142 0.577
C -1.5045 -0.1158 -0.0188 0.781
C -0.0100 0.0177 0.0028 -1.218
N -2.3436 0.8794 0.0890 -0.374
O -2.2554 -1.1912 -0.0435 -0.360
H 0.3488 1.0103 -0.1176 0.360
H 0.3363 -0.5447 -0.7514 0.351
H 0.4884 -0.1885 0.8662 0.362

---

10
Properties=species:S:1:pos:R:3:mulliken_charge:R:1 method="wB97M-V/def2-TZVPD" spin_multiplicity=1 lumo_energy_ev=0.5529 smiles="O=C=CC=O.C#N" e_above_lowest_kj_mol=249.11 energy_ev=-9779.105
C 0.9093 -0.2856 -0.1913 -0.657
C 1.1638 -1.5184 0.6171 0.075
C -2.6486 1.0925 -0.3516 0.038
C 1.4714 0.8994 -0.0111 0.777
N -1.8281 0.5704 -0.9397 -0.341
O 1.6525 2.0316 0.0497 -0.319
O 1.8212 -1.5689 1.5691 -0.443
H 0.2544 -0.3117 -1.1063 0.382
H 0.6106 -2.4715 0.1101 0.212
H -3.4066 1.5622 0.2541 0.275

---

10
Properties=species:S:1:pos:R:3:mulliken_charge:R:1 method="wB97M-V/def2-TZVPD" spin_multiplicity=1 lumo_energy_ev=0.0211 smiles="O=c1nccco1" e_above_lowest_kj_mol=230.67 energy_ev=-9779.296
C -0.5049 -1.4923 0.0813 0.468
C -1.0560 0.7953 -0.1406 0.367
C 0.3972 1.0213 -0.1435 -0.379
C 1.1944 -0.0648 0.0033 0.053
H -1.4796 1.8533 -0.0745 0.271
H 0.8264 2.0916 0.0657 0.253
H 2.3729 0.0326 0.1204 0.284
N -1.4804 -0.3502 0.0047 -0.533
O -1.0013 -2.6237 0.1638 -0.550
O 0.7313 -1.2632 -0.0805 -0.235

---

10
Properties=species:S:1:pos:R:3:mulliken_charge:R:1 method="wB97M-V/def2-TZVPD" spin_multiplicity=1 lumo_energy_ev=-0.2592 smiles="O=Cc1ncco1" e_above_lowest_kj_mol=242.22 energy_ev=-9779.176
O -0.3513 1.8910 -2.0163 -0.452
C -0.0265 1.8208 -0.8604 -0.042
C -0.0476 0.5623 -0.0851 0.549
N 0.5252 0.3496 1.0525 -0.478
C 0.3061 -1.0241 1.2715 -0.242
C -0.4367 -1.4849 0.2451 -0.098
O -0.6263 -0.5259 -0.6632 -0.256
H 0.3478 2.6747 -0.2679 0.356
H 1.0781 -1.7719 1.2562 0.250
H -0.7687 -2.4916 0.0676 0.413

---

11
Properties=species:S:1:pos:R:3:mulliken_charge:R:1 method="wB97M-V/def2-TZVPD" spin_multiplicity=1 lumo_energy_ev=-0.2286 smiles="O=Cn1occc1=O" e_above_lowest_kj_mol=463.46 energy_ev=-11824.730
C -1.0230 -1.0367 -1.1474 0.132
C 0.1034 0.4207 1.5359 0.003
C 1.1381 0.8379 0.7155 -0.526
C 0.8189 0.2779 -0.4740 0.605
H -0.4439 -1.6002 -2.0664 0.253
H -0.4367 0.8630 2.4763 0.313
H 1.8398 1.8428 0.8883 0.254
N -0.2567 -0.4315 -0.2682 0.335
O -2.2123 -1.3166 -1.0458 -0.491
O -0.6711 -0.3804 1.0281 -0.216
O 1.1434 0.5231 -1.6422 -0.662

---

11
Properties=species:S:1:pos:R:3:mulliken_charge:R:1 method="wB97M-V/def2-TZVPD" spin_multiplicity=1 lumo_energy_ev=-0.9306 e_above_lowest_kj_mol=845.19 energy_ev=-11820.774
C 0.4206 0.8863 -0.3129 0.715
C -0.2534 1.7116 0.5437 -0.327
C 0.0284 -0.4019 -0.0041 0.359
C 0.5886 -1.7001 -0.4727 -0.221
H 0.9411 2.2729 -1.8426 0.405
H 0.0073 2.8141 0.7717 0.335
H 2.0777 -2.0301 -0.4561 0.279
N -0.9669 -0.4085 0.7125 -0.292
O 1.4269 1.2732 -1.2272 -0.631
O -1.0281 0.8956 1.3405 -0.216
O -0.5192 -2.5654 -0.3613 -0.406

---

11
Properties=species:S:1:pos:R:3:mulliken_charge:R:1 method="wB97M-V/def2-TZVPD" spin_multiplicity=1 lumo_energy_ev=0.1292 e_above_lowest_kj_mol=890.65 energy_ev=-11820.302
C 0.9294 1.6088 0.2514 0.827
C 0.1920 -0.7332 0.7969 -0.317
C -0.2351 -1.0078 -0.6815 -0.355
C -2.4150 -0.3633 -1.5548 -0.081
N 0.5572 0.6300 1.1196 -0.204
O 1.7962 2.2398 -0.2237 -0.460
O -1.3830 -0.6548 -1.1374 0.173
O -0.3731 1.5591 0.4190 -0.376
H -0.6707 -0.8886 1.5920 0.272
H 1.1828 -1.3472 1.0406 0.255
H 0.4195 -1.0428 -1.6219 0.264

---

12
Properties=species:S:1:pos:R:3:mulliken_charge:R:1 method="wB97M-V/def2-TZVPD" spin_multiplicity=1 lumo_energy_ev=-0.2803 smiles="O=[N+]([O-])[C@@]12OC=C[C@@H]1O2" e_above_lowest_kj_mol=489.46 energy_ev=-13870.803
C 0.0677 -0.3078 0.2668 -0.431
C 1.2147 0.3444 0.1721 -0.573
C -0.7374 -0.0492 -0.8645 -0.572
C 0.1354 0.9353 -1.6832 0.907
N -0.3192 2.0690 -2.4391 0.895
O 0.2328 3.1308 -2.2103 -0.516
O -1.2244 1.9847 -3.2439 -0.542
O 1.2220 1.2196 -0.9037 -0.332
O -0.0558 -0.3012 -2.1523 -0.425
H -0.3267 -0.8611 0.9948 0.509
H 2.0901 0.4501 0.7712 0.450
H -1.7288 -0.1451 -0.8554 0.629

---

16
Properties=species:S:1:pos:R:3:mulliken_charge:R:1 method="wB97M-V/def2-TZVPD" spin_multiplicity=1 total_charge=-2 lumo_energy_ev=6.3839 e_above_lowest_kj_mol=129.81 energy_ev=-22064.747
C 0.8178 0.8644 1.3747 0.867
C -0.2473 -0.6685 -2.1987 0.836
C 0.1955 -0.2774 0.6990 -0.822
C -0.4235 0.6758 -1.3673 0.415
N -0.6936 -1.0740 1.3015 0.957
O 0.0050 1.4278 2.2064 -0.587
O 0.9536 -0.9745 -2.3788 -0.751
O -0.8253 -2.2671 1.0122 -0.762
O 2.0078 1.1446 1.3190 -0.715
O -1.2568 -1.1128 -2.8202 -0.757
O -1.5321 -0.6611 2.1821 -0.814
O -1.4657 1.3111 -1.1710 -0.692
O 0.8259 1.2393 -1.3017 -0.479
H 0.9632 -0.8497 0.1892 0.480
H -0.7625 0.7195 2.3140 0.456
H 1.4379 0.5027 -1.3603 0.368

---

10
Properties=species:S:1:pos:R:3:mulliken_charge:R:1 method="wB97M-V/def2-TZVPD" spin_multiplicity=1 lumo_energy_ev=-0.5679 smiles="C#CC(=O)SN=C" e_above_lowest_kj_mol=427.77 energy_ev=-18563.819
C -0.4727 0.7533 -2.6475 -0.228
C 0.3727 -0.1684 1.0624 0.610
C -0.4156 -1.2429 0.8171 -0.120
C -0.8546 -2.4090 1.1292 -0.282
H -0.8781 0.1667 -3.3119 0.320
H -0.5574 1.9570 -2.8703 0.158
H -1.5838 -3.3340 1.7011 0.314
N -0.2234 0.1604 -1.5097 -0.295
O 0.8269 0.1211 2.1628 -0.479
S 0.3868 1.0951 -0.2763 0.002

---

11
Properties=species:S:1:pos:R:3:mulliken_charge:R:1 method="wB97M-V/def2-TZVPD" spin_multiplicity=1 lumo_energy_ev=-1.3774 smiles="C#CC(=S)C(=O)NS" e_above_lowest_kj_mol=276.46 energy_ev=-29401.466
C -0.0486 -1.2978 0.3160 0.550
C -1.0863 -0.3809 -0.3143 -0.249
C -1.1832 0.9127 0.2527 -0.317
C -1.1783 2.0454 0.6440 0.273
H 1.9726 1.2465 -0.6946 0.153
H 1.9522 -1.6244 0.4738 0.318
H -1.2155 3.1089 0.9065 0.396
N 1.3148 -0.8119 0.2215 -0.301
O -0.3017 -2.3373 0.9184 -0.528
S 1.8252 0.0290 -1.2488 -0.117
S -2.0513 -0.8902 -1.4753 -0.179

---

10
Properties=species:S:1:pos:R:3:mulliken_charge:R:1 method="wB97M-V/def2-TZVPD" spin_multiplicity=1 lumo_energy_ev=-0.9745 energy_ev=-8944.295
O -1.6381 0.9078 -0.0506 -0.570
C -1.2356 0.7901 1.0580 0.815
C -0.8431 0.6998 2.3130 -0.710
C 0.4786 0.1976 2.7106 -0.292
C 1.3421 -0.2598 1.7654 -0.378
H -1.6013 0.9798 3.0483 0.311
H 1.9759 -1.1713 1.9734 0.168
H 0.7437 0.2066 3.7664 0.356
Rb -0.0989 -0.5785 -2.3350 0.956
O 0.9780 -0.4671 0.5255 -0.655

---

10
Properties=species:S:1:pos:R:3:mulliken_charge:R:1 method="wB97M-V/def2-TZVPD" spin_multiplicity=1 total_charge=-1 lumo_energy_ev=3.7822 smiles="O=C([O-])SC1=CC1" e_above_lowest_kj_mol=128.24 energy_ev=-19125.843
C 1.3854 0.5552 -0.0303 0.041
C 3.7475 -0.4267 0.2577 0.628
C 0.7936 -0.7765 0.0817 -0.606
C 0.3789 0.4073 -0.8451 -0.233
O 3.6305 -0.8958 -0.8008 -0.523
O 4.2234 -0.6542 1.3667 -0.625
S 2.8102 1.4678 0.2721 -0.413
H 1.5185 -1.5122 -0.3418 0.200
H 0.1377 -1.1660 0.9256 0.186
H -0.4000 0.5926 -1.5955 0.344

---

10
Properties=species:S:1:pos:R:3:mulliken_charge:R:1 method="wB97M-V/def2-TZVPD" spin_multiplicity=8 total_charge=+1 lumo_energy_ev="-4.0894 / -5.6689" energy_ev=-30715.288
O 0.8052 -2.2032 -0.6481 -0.404
C -0.1827 -1.7687 -0.1884 0.596
C -1.2583 -1.2821 0.4076 -0.676
C -1.9473 -0.0427 0.0248 -0.342
C -1.3767 1.1712 0.1770 0.071
H -1.6280 -1.9056 1.2257 0.338
H -1.3355 1.9724 -0.6718 0.213
H -2.9755 -0.1218 -0.3268 0.367
Tb 2.0448 0.7700 0.4710 1.566
O -0.0614 1.3163 0.3155 -0.729

---

11
Properties=species:S:1:pos:R:3:mulliken_charge:R:1 method="wB97M-V/def2-TZVPD" spin_multiplicity=1 total_charge=-1 lumo_energy_ev=3.7708 smiles="Cc1oc(=O)oc1[S-]" e_above_lowest_kj_mol=0.00 energy_ev=-21175.547
C 0.2059 0.0041 -0.0963 0.360
C -0.7923 -0.9220 0.1141 0.151
C -1.6867 1.0727 -0.0552 0.682
C 1.7118 -0.1360 0.0377 -1.182
O -2.4545 2.0221 -0.0011 -0.663
O -0.3488 1.3233 -0.1688 -0.365
O -2.0004 -0.1971 0.0774 -0.341
S -0.7458 -2.5709 0.1611 -0.553
H 1.9815 -0.1789 -0.9658 0.319
H 1.8575 -1.1184 0.3920 0.314
H 2.2718 0.7013 0.5048 0.278

---

12
Properties=species:S:1:pos:R:3:mulliken_charge:R:1 method="wB97M-V/def2-TZVPD" spin_multiplicity=1 total_charge=-1 lumo_energy_ev="3.1792 / 3.1793" e_above_lowest_kj_mol=15.04 energy_ev=-32007.723
C 1.7234 0.0437 -0.1712 -0.624
C 1.5288 1.4414 -0.1709 -0.208
C 0.7030 -0.7840 0.1965 0.448
C -0.7344 0.4919 0.5559 -0.306
O -2.0840 -1.6508 -0.0192 -0.545
O -3.4079 0.4091 0.1155 -0.621
O 0.4022 -1.9557 0.2566 -0.651
S -0.0238 1.9342 0.1243 -0.134
S -2.1260 -0.0681 -0.4419 0.495
H 2.8198 -0.2050 -0.3641 0.240
H 2.2259 2.2362 -0.1380 0.399
H -1.0270 -1.8928 0.0567 0.506

---

14
Properties=species:S:1:pos:R:3:mulliken_charge:R:1 method="wB97M-V/def2-TZVPD" spin_multiplicity=2 lumo_energy_ev="-0.7472 / -1.5344" energy_ev=-64894.400
O 0.6039 1.3547 -0.0172 -0.287
C -0.5068 1.1924 0.5327 0.004
O -1.7901 1.6692 2.5659 -0.264
C -1.9587 0.4627 3.0364 1.150
C -0.5656 1.9468 1.8651 -0.030
O -1.0269 -0.4012 3.0466 -0.562
O -3.0932 0.1548 3.5187 -0.629
H 0.2925 1.7102 2.5115 0.274
H -0.5882 3.0294 1.6758 0.285
Zn -2.2707 -1.5390 3.7887 0.064
O 2.7385 0.8092 -2.5807 -0.374
C 1.4565 0.5098 -2.4197 0.450
O 0.7590 -0.0946 -3.1855 -0.406
H 3.0637 0.4684 -3.4312 0.325